# 1
Molecular formula: C24H19BClCoF4N4O2
Method: DFT, the ωB97M-V functional and the def2-TZVPD basis

Geometry as XYZ:
```
56
Properties=species:S:1:pos:R:3:lowdin_charge:R:1
Co -0.149 -0.376 -0.269 0.613
C -0.224 1.413 3.527 -0.024
C -1.003 0.507 4.229 -0.037
C -1.421 -0.662 3.615 0.010
C -1.050 -0.900 2.302 -0.180
N -0.323 0.010 1.622 0.050
C 0.087 1.135 2.210 -0.059
C -1.320 -2.108 1.507 -0.164
C -1.969 -3.243 1.982 -0.026
C -2.104 -4.347 1.156 -0.081
C -1.591 -4.316 -0.136 -0.072
C -0.948 -3.180 -0.616 -0.059
C -0.818 -2.070 0.203 -0.102
H 0.119 2.335 3.973 0.116
H -1.285 0.710 5.253 0.114
H -2.029 -1.382 4.144 0.112
H 0.658 1.822 1.602 0.118
H -2.365 -3.272 2.990 0.106
H -2.605 -5.234 1.518 0.103
H -1.692 -5.184 -0.775 0.104
H -0.560 -3.159 -1.626 0.106
F -1.302 2.985 0.308 0.148
B -0.258 2.990 -0.598 -1.202
F 0.221 1.555 -0.682 0.000
F 0.835 3.693 -0.132 0.144
F -0.638 3.330 -1.873 0.160
C 3.763 -1.213 0.875 -0.026
C 2.386 -1.178 0.831 -0.070
N 1.732 -0.627 -0.201 0.023
C 2.420 -0.103 -1.216 -0.007
C 3.810 -0.102 -1.255 -0.156
C 4.480 -0.666 -0.179 0.005
C 4.550 0.470 -2.389 -0.021
C 4.002 1.005 -3.475 -0.009
C 4.802 1.549 -4.589 -0.273
C 4.177 2.121 -5.687 -0.002
C 4.993 2.599 -6.698 -0.124
N 6.319 2.525 -6.638 0.076
C 6.814 1.966 -5.536 -0.201
N 6.135 1.474 -4.510 0.127
H 4.262 -1.664 1.720 0.113
H 1.776 -1.606 1.613 0.122
H 1.829 0.333 -2.004 0.112
H 5.563 -0.672 -0.167 0.124
H 5.633 0.444 -2.327 0.112
H 2.926 1.072 -3.595 0.106
H 3.099 2.191 -5.743 0.112
H 4.571 3.056 -7.586 0.110
H 7.894 1.906 -5.471 0.107
Cl -0.355 0.331 -4.844 0.588
C -1.720 0.211 -3.710 -0.455
C -1.301 -0.155 -2.309 -0.653
O -2.031 0.069 -1.331 0.073
O -0.161 -0.702 -2.122 -0.095
H -2.399 -0.549 -4.090 0.090
H -2.227 1.171 -3.676 0.092
```

## Properties
HOMO-LUMO gap (eV): 8.409
DFT total energy (eV): -96955.1152
Energy above the lowest of the compared OMol25 structures with the same formula, charge and spin (kJ/mol): 28.49
HOMO energy (hartree): -0.335

# 2
Molecular formula: C24H19BrCl2IrN2PSe2
Method: DFT, the ωB97M-V functional and the def2-TZVPD basis

Geometry as XYZ:
```
52
Properties=species:S:1:pos:R:3:lowdin_charge:R:1
Ir -0.410 -0.202 0.033 0.664
Se 1.267 -0.547 -1.671 0.343
P 1.678 1.617 -1.542 0.266
Se -0.033 2.206 -0.312 0.356
C 1.703 2.420 -3.145 -0.402
C 0.502 2.755 -3.769 -0.096
C 0.522 3.316 -5.034 -0.059
C 1.733 3.535 -5.677 -0.055
C 2.929 3.197 -5.059 -0.059
C 2.920 2.639 -3.791 -0.071
C 3.264 1.951 -0.771 -0.435
C 4.194 0.953 -0.508 -0.127
C 5.401 1.282 0.094 -0.066
C 5.670 2.598 0.436 -0.057
C 4.738 3.597 0.175 -0.057
C 3.536 3.278 -0.430 -0.090
H -0.438 2.585 -3.259 0.084
H -0.407 3.586 -5.518 0.113
H 1.745 3.976 -6.665 0.113
H 3.870 3.371 -5.563 0.113
H 3.853 2.384 -3.305 0.110
H 3.978 -0.075 -0.772 0.071
H 6.129 0.508 0.295 0.113
H 6.610 2.850 0.907 0.113
H 4.949 4.623 0.442 0.113
H 2.810 4.057 -0.634 0.115
C 0.240 -5.101 2.435 -0.027
C -0.416 -4.365 1.303 -0.228
C -1.250 -4.994 0.385 0.010
C -1.846 -4.268 -0.629 -0.074
C -1.592 -2.911 -0.701 -0.741
Br -2.368 -1.874 -2.063 0.800
N -0.794 -2.286 0.165 -0.178
C -0.218 -3.005 1.142 -0.075
H 0.284 -6.169 2.233 0.086
H -0.321 -4.958 3.361 0.095
H 1.255 -4.741 2.603 0.088
H -1.433 -6.058 0.460 0.131
H -2.497 -4.732 -1.355 0.114
H 0.433 -2.452 1.806 0.095
Cl -2.844 0.832 3.557 0.739
C -1.180 0.759 3.980 -0.602
C -0.772 1.110 5.245 -0.092
C 0.577 1.049 5.579 -0.045
C 1.523 0.635 4.647 -0.097
C 1.128 0.283 3.377 -0.583
Cl 2.313 -0.245 2.240 0.738
C -0.243 0.339 2.990 -0.428
N -0.682 0.009 1.786 -0.183
H -1.509 1.431 5.968 0.115
H 0.895 1.325 6.574 0.118
H 2.571 0.584 4.908 0.112
```

## Properties
HOMO-LUMO gap (alpha / beta) (eV): 6.695 / 6.780
DFT total energy (eV): -266079.9200
Energy above the lowest of the compared OMol25 structures with the same formula, charge and spin (kJ/mol): 0.00
Multiplicity: 2
HOMO energy (alpha / beta) (hartree): -0.386 / -0.407
Total charge: +1

# 3
Molecular formula: C24H19BrCl3N4NaP
Method: DFT, the ωB97M-V functional and the def2-TZVPD basis

Geometry as XYZ:
```
53
Properties=species:S:1:pos:R:3:lowdin_charge:R:1
Na 0.273 2.179 -1.340 0.405
N 0.332 -1.448 -0.600 -0.155
P -0.874 -0.253 -0.261 1.061
C -0.877 -0.095 1.621 -0.357
C -1.462 0.988 2.241 -0.123
C -1.633 1.100 3.625 -0.075
C -1.085 0.128 4.463 -0.053
C -0.391 -0.933 3.832 -0.086
C -0.338 -1.080 2.477 -0.116
C -2.296 -1.281 -0.650 -0.408
C -3.199 -1.705 0.313 -0.068
C -4.221 -2.568 -0.031 -0.066
C -4.330 -2.997 -1.320 -0.094
C -3.489 -2.547 -2.295 -0.059
C -2.451 -1.665 -1.937 -0.117
C 2.218 0.119 -1.551 -0.434
C 3.382 -0.770 -1.954 -0.194
C 4.706 -0.011 -1.897 0.054
C 4.538 1.304 -2.282 -0.027
C 3.236 1.766 -2.758 -0.139
N 2.132 1.205 -2.543 0.084
H 0.152 -2.425 -0.452 0.114
H -1.868 1.793 1.616 0.083
H -2.121 1.974 4.070 0.111
H -1.182 0.266 5.538 0.109
H -0.054 -1.809 4.393 0.112
H 0.217 -1.947 2.065 0.110
H -3.017 -1.447 1.347 0.100
H -4.944 -2.860 0.687 0.104
H -5.134 -3.640 -1.510 0.098
H -3.680 -2.876 -3.330 0.120
H -1.821 -1.170 -2.719 0.117
H 3.208 -0.935 -3.046 0.178
H 5.667 -0.397 -1.598 0.114
H 5.403 1.927 -2.265 0.097
H 3.188 2.621 -3.396 0.114
Br 3.934 -3.631 0.916 0.774
C 3.113 -2.024 0.235 -0.597
C 2.745 -1.940 -1.223 -0.209
C 1.379 -1.217 -1.548 -0.240
N 2.107 0.822 -0.278 0.106
C 2.555 0.336 0.823 -0.098
C 3.051 -1.018 1.113 -0.128
H 2.858 -2.977 -1.670 0.150
H 1.136 -1.533 -2.532 0.138
H 2.429 0.953 1.729 0.129
H 3.345 -1.199 2.160 0.105
Cl -4.584 5.018 1.005 0.665
C -3.106 5.763 0.403 -1.599
Cl -2.229 6.758 1.564 0.659
Cl -3.364 6.734 -1.084 0.627
C -2.144 4.723 0.078 -0.403
N -1.411 3.917 -0.248 0.208
```

## Properties
HOMO-LUMO gap (eV): 8.230
DFT total energy (eV): -152464.0325
Energy above the lowest of the compared OMol25 structures with the same formula, charge and spin (kJ/mol): 252.12
HOMO energy (hartree): -0.410
Total charge: +1

# 4
Molecular formula: C24H19BrN3O3RbSTe
Method: DFT, the ωB97M-V functional and the def2-TZVPD basis

Geometry as XYZ:
```
53
Properties=species:S:1:pos:R:3:lowdin_charge:R:1
Rb 0.524 1.138 0.116 1.027
Br -3.861 9.783 5.594 0.643
C -3.477 8.713 4.057 -0.709
C -2.352 7.905 4.048 -0.130
C -2.063 7.155 2.917 -0.009
C -2.901 7.206 1.798 -0.267
C -4.044 8.002 1.850 -0.043
C -4.332 8.768 2.971 -0.162
N -2.697 6.363 0.698 0.022
N -1.473 6.242 0.415 0.057
C -1.038 5.265 -0.430 -0.267
C 0.340 5.344 -0.707 -0.045
C 1.032 4.385 -1.389 -0.042
C 0.407 3.186 -1.836 -0.530
O 1.048 2.220 -2.289 -0.150
C -1.070 3.126 -1.668 -0.217
N -1.683 2.047 -2.196 0.104
C -2.985 1.924 -2.047 -0.166
C -3.764 2.846 -1.344 -0.071
C -3.160 3.951 -0.803 -0.008
C -1.770 4.141 -0.965 -0.081
H -1.711 7.854 4.918 0.097
H -1.203 6.494 2.886 0.087
H -4.699 8.028 0.986 0.100
H -5.210 9.399 2.997 0.086
H 0.851 6.216 -0.316 0.110
H 2.099 4.469 -1.547 0.105
H -3.441 1.050 -2.508 0.094
H -4.826 2.675 -1.219 0.091
H -3.721 4.685 -0.249 0.082
O 0.089 -0.280 2.444 -0.361
C 1.039 0.508 2.751 -0.807
O 2.074 0.655 2.065 -0.196
C 0.880 1.298 4.027 -0.183
C 1.075 0.638 5.234 -0.062
C 0.995 1.306 6.450 -0.144
C 0.701 2.666 6.440 -0.144
C 0.493 3.330 5.240 -0.154
C 0.559 2.674 3.992 -0.691
S 0.227 3.548 2.512 0.448
H 1.293 -0.426 5.218 0.108
H 1.154 0.777 7.383 0.073
H 0.632 3.215 7.374 0.078
H 0.272 4.391 5.230 0.074
C 0.097 -4.619 0.442 -0.514
Te 0.129 -2.628 1.352 1.232
C 2.111 -2.361 0.614 -0.443
H 1.002 -5.179 0.687 -0.025
H 0.006 -4.552 -0.644 -0.026
H -0.764 -5.167 0.830 -0.035
H 2.131 -2.590 -0.450 -0.003
H 2.795 -3.016 1.150 -0.005
H 2.386 -1.321 0.795 -0.029
```

## Properties
HOMO-LUMO gap (eV): 4.684
DFT total energy (eV): -124637.0514
Energy above the lowest of the compared OMol25 structures with the same formula, charge and spin (kJ/mol): 0.00
HOMO energy (hartree): -0.035
Total charge: -2

# 5
Molecular formula: C24H19Cl3FN2OPdS4
Method: DFT, the ωB97M-V functional and the def2-TZVPD basis

Geometry as XYZ:
```
55
Properties=species:S:1:pos:R:3:lowdin_charge:R:1
Pd -1.013 0.089 3.091 0.422
S -1.803 -0.164 7.106 0.335
C -1.624 0.509 5.602 -1.938
S -2.931 0.760 4.508 0.360
S -0.087 1.103 5.038 0.348
Cl -3.397 3.506 -4.376 0.680
C -1.973 2.764 -3.749 -0.669
C -2.077 1.755 -2.798 -0.072
C -0.929 1.157 -2.325 0.002
C 0.330 1.530 -2.785 -0.183
C 1.556 0.818 -2.259 -0.287
C 2.251 1.690 -1.173 -0.066
N 1.319 2.028 -0.145 -0.074
C 0.493 3.115 -0.103 -0.071
C -0.364 2.904 0.940 -0.114
N -0.084 1.704 1.516 0.026
C 0.922 1.201 0.847 -0.155
O 1.141 -0.418 -1.734 -0.114
C 1.950 -1.558 -1.961 -0.144
C 2.711 -1.982 -0.739 -0.319
C 2.295 -2.981 0.106 -0.953
Cl 0.905 -3.965 -0.061 0.714
S 3.377 -3.217 1.444 1.005
C 4.393 -1.954 0.859 -0.398
C 3.920 -1.401 -0.288 -0.164
C 0.404 2.563 -3.721 -0.592
Cl 1.944 3.107 -4.305 0.717
C -0.734 3.181 -4.207 -0.135
H -3.041 1.443 -2.433 0.113
H -0.990 0.373 -1.586 0.113
H 2.287 0.671 -3.072 0.133
H 2.649 2.596 -1.637 0.112
H 3.068 1.113 -0.735 0.114
H 0.596 3.924 -0.800 0.118
H -1.143 3.534 1.323 0.106
H 1.414 0.270 1.058 0.126
H 2.640 -1.376 -2.796 0.133
H 1.259 -2.361 -2.241 0.114
H 5.279 -1.696 1.402 0.062
H 4.430 -0.614 -0.814 0.106
H -0.660 3.972 -4.934 0.101
F -4.902 -2.460 -0.063 0.013
C -3.765 -2.273 0.669 -0.288
C -3.784 -2.529 2.034 -0.027
C -2.628 -2.382 2.764 -0.074
C -1.411 -1.958 2.144 -0.432
C -0.196 -1.879 2.891 -0.141
C -1.457 -1.674 0.748 -0.113
C -2.615 -1.842 0.023 -0.042
H -4.700 -2.857 2.500 0.113
H -2.620 -2.597 3.827 0.115
H 0.739 -1.841 2.334 0.019
H -0.158 -2.388 3.857 0.069
H -0.553 -1.340 0.254 0.073
H -2.632 -1.676 -1.045 0.104
```

## Properties
HOMO-LUMO gap (alpha / beta) (eV): 4.408 / 5.127
DFT total energy (eV): -117330.1373
Energy above the lowest of the compared OMol25 structures with the same formula, charge and spin (kJ/mol): 64.51
Multiplicity: 3
HOMO energy (alpha / beta) (hartree): -0.099 / -0.125
Total charge: -1

# 6
Molecular formula: C24H19ClN4O2S
Method: DFT, the ωB97M-V functional and the def2-TZVPD basis

Geometry as XYZ:
```
51
Properties=species:S:1:pos:R:3:lowdin_charge:R:1
C -5.459 -2.153 2.397 -0.080
O -5.459 -1.614 1.095 -0.075
C -4.352 -0.970 0.655 -0.270
C -3.180 -0.800 1.389 0.002
C -2.107 -0.127 0.837 -0.039
C -2.189 0.387 -0.450 -0.251
N -1.091 1.066 -1.014 0.046
C -0.449 0.837 -2.210 -0.274
C -0.670 -0.341 -3.099 -0.107
O 0.515 -1.103 -3.221 -0.029
C 1.112 -1.556 -2.079 -0.261
C 2.475 -1.841 -2.161 0.016
C 3.162 -2.319 -1.064 -0.106
C 2.489 -2.506 0.134 -0.684
Cl 3.343 -3.085 1.521 0.681
C 1.135 -2.239 0.228 -0.100
C 0.446 -1.773 -0.878 -0.009
N 0.486 1.724 -2.386 0.106
N 0.491 2.559 -1.341 0.040
C -0.438 2.162 -0.516 -0.600
S -0.780 2.861 1.034 0.991
C 0.851 3.660 1.308 -0.384
C 1.956 2.666 1.153 -0.308
C 2.897 2.824 0.142 -0.041
C 3.896 1.888 -0.035 -0.002
C 3.962 0.775 0.804 -0.229
C 5.001 -0.165 0.626 -0.217
N 5.862 -0.907 0.474 0.177
C 3.017 0.608 1.817 -0.024
C 2.022 1.550 1.982 -0.040
C -3.359 0.226 -1.188 -0.002
C -4.426 -0.449 -0.640 0.016
H -5.318 -1.376 3.153 0.097
H -6.441 -2.606 2.525 0.095
H -4.689 -2.922 2.513 0.097
H -3.089 -1.189 2.390 0.108
H -1.197 -0.005 1.404 0.105
H -0.884 -0.009 -4.118 0.140
H -1.507 -0.950 -2.733 0.121
H 2.978 -1.677 -3.100 0.124
H 4.218 -2.531 -1.129 0.100
H 0.614 -2.403 1.159 0.105
H -0.615 -1.604 -0.788 0.097
H 0.940 4.474 0.592 0.080
H 0.787 4.051 2.323 0.085
H 2.837 3.675 -0.517 0.115
H 4.624 2.006 -0.823 0.123
H 3.069 -0.257 2.461 0.101
H 1.281 1.421 2.759 0.112
H -3.427 0.640 -2.183 0.127
H -5.340 -0.583 -1.195 0.123
```

## Properties
HOMO-LUMO gap (eV): 8.798
DFT total energy (eV): -58608.6789
Energy above the lowest of the compared OMol25 structures with the same formula, charge and spin (kJ/mol): 43.96
HOMO energy (hartree): -0.313

# 7
Molecular formula: C24H19DyF6N5O3S2
Method: DFT, the ωB97M-V functional and the def2-TZVPD basis

Geometry as XYZ:
```
60
Properties=species:S:1:pos:R:3:lowdin_charge:R:1
Dy 0.081 -0.056 0.260 1.695
O 3.979 -0.303 1.692 0.137
C 2.793 -0.102 1.629 -0.439
N 2.105 0.715 0.752 -0.051
C 2.782 1.615 -0.037 -0.460
O 3.965 1.696 -0.256 0.126
C 1.833 2.634 -0.651 -0.202
C 2.348 3.584 -1.519 0.016
C 1.500 4.541 -2.047 -0.026
C 0.170 4.535 -1.652 -0.031
C -0.255 3.551 -0.776 -0.128
N 0.541 2.597 -0.295 0.052
C 1.865 -0.759 2.643 -0.207
C 2.390 -1.743 3.463 0.027
C 1.568 -2.351 4.395 -0.017
C 0.251 -1.926 4.492 -0.033
C -0.194 -0.941 3.632 -0.129
N 0.579 -0.368 2.706 0.003
H 3.405 3.558 -1.747 0.129
H 1.870 5.289 -2.736 0.119
H -0.525 5.279 -2.015 0.114
H -1.285 3.538 -0.438 0.110
H 3.432 -2.007 3.349 0.131
H 1.942 -3.137 5.038 0.121
H -0.420 -2.354 5.224 0.115
H -1.220 -0.598 3.684 0.100
C 2.127 -0.030 -2.992 -0.044
C 0.734 0.486 -3.106 -0.605
N -0.127 0.520 -2.123 -0.047
C -1.340 1.063 -2.505 -0.334
C -1.394 1.429 -3.811 -0.305
S 0.094 1.095 -4.583 1.145
C -2.382 1.254 -1.497 -0.347
C -3.643 1.715 -1.698 -0.303
S -4.460 1.890 -0.205 1.144
C -3.071 1.322 0.629 -0.614
N -2.076 1.026 -0.165 -0.071
C -3.004 1.197 2.114 -0.052
H 2.347 -0.299 -1.961 0.074
H 2.850 0.717 -3.321 0.099
H 2.250 -0.918 -3.613 0.098
H -2.219 1.863 -4.352 0.089
H -4.134 1.963 -2.625 0.090
H -3.502 2.035 2.598 0.093
H -1.959 1.183 2.426 0.068
H -3.492 0.281 2.452 0.094
C -0.356 -4.343 1.033 0.046
C -0.352 -3.082 0.179 -0.457
O 0.461 -2.087 0.609 -0.265
C -1.794 -2.475 0.126 -0.521
F -1.926 -1.621 -0.933 0.109
F -1.948 -1.636 1.208 0.080
F -2.811 -3.306 0.112 0.217
C 0.060 -3.409 -1.284 -0.538
F 1.139 -4.180 -1.333 0.193
F 0.379 -2.231 -1.902 0.099
F -0.907 -3.988 -2.002 0.181
H -0.751 -4.103 2.020 0.100
H 0.670 -4.688 1.138 0.106
H -0.963 -5.126 0.580 0.106
```

## Properties
HOMO-LUMO gap (alpha / beta) (eV): 8.325 / 8.777
DFT total energy (eV): -100847.8702
Energy above the lowest of the compared OMol25 structures with the same formula, charge and spin (kJ/mol): 0.00
Multiplicity: 6
HOMO energy (alpha / beta) (hartree): -0.432 / -0.433
Total charge: +1

# 8
Molecular formula: C24H19F3N2O2
Method: DFT, the ωB97M-V functional and the def2-TZVPD basis

Geometry as XYZ:
```
50
Properties=species:S:1:pos:R:3:lowdin_charge:R:1
O 3.951 2.662 0.944 0.105
C 3.328 1.699 0.541 -0.324
C 1.897 1.773 0.199 -0.163
C 1.285 0.895 -0.694 -0.027
C -0.043 1.040 -1.031 -0.016
C -0.828 2.060 -0.474 -0.208
N -2.149 2.253 -0.817 -0.093
C -2.777 1.473 -1.856 -0.124
C -3.272 0.115 -1.296 -0.112
N -3.480 0.272 0.125 -0.046
C -2.762 -0.354 1.088 -0.410
O -2.741 0.023 2.243 0.095
C -2.007 -1.581 0.669 -0.084
C -0.650 -1.669 0.961 -0.001
C 0.074 -2.803 0.644 0.011
C -0.581 -3.869 0.052 -0.262
F 0.115 -4.975 -0.257 0.075
C -1.935 -3.834 -0.232 0.080
C -2.627 -2.679 0.082 -0.223
F -3.942 -2.627 -0.200 0.091
C -4.113 1.530 0.456 -0.100
C -3.116 2.682 0.176 -0.113
C -0.199 2.953 0.409 -0.002
C 1.130 2.816 0.726 0.001
C 3.998 0.375 0.367 -0.151
C 3.413 -0.798 0.835 -0.044
C 4.082 -2.004 0.720 -0.067
C 5.330 -2.061 0.123 -0.003
C 5.901 -0.885 -0.331 -0.261
F 7.118 -0.933 -0.909 0.063
C 5.264 0.335 -0.206 0.065
H 1.857 0.098 -1.146 0.121
H -0.467 0.338 -1.732 0.103
H -3.625 2.057 -2.224 0.125
H -2.087 1.328 -2.687 0.122
H -2.534 -0.667 -1.474 0.111
H -4.213 -0.180 -1.774 0.129
H -0.173 -0.827 1.438 0.123
H 1.129 -2.873 0.852 0.100
H -2.435 -4.676 -0.682 0.134
H -4.385 1.510 1.512 0.126
H -5.018 1.625 -0.149 0.126
H -3.652 3.567 -0.184 0.125
H -2.598 2.933 1.100 0.111
H -0.752 3.782 0.820 0.110
H 1.608 3.518 1.392 0.122
H 2.447 -0.754 1.314 0.106
H 3.637 -2.913 1.099 0.102
H 5.863 -2.992 0.016 0.119
H 5.737 1.241 -0.550 0.134
```

## Properties
HOMO-LUMO gap (eV): 8.367
DFT total energy (eV): -40424.5332
Energy above the lowest of the compared OMol25 structures with the same formula, charge and spin (kJ/mol): 0.00
HOMO energy (hartree): -0.302